Entry from the OMol25 dataset: a molecular structure, C7H23IrN2OSe2Si (ωB97M-V/def2-TZVPD).

Its total energy is -5661.36937 hartree. Its HOMO energy (alpha / beta) is -15.5 / -15.5 eV. The value obtained for the max |F| is 0.89 eV/A. The HOMO-LUMO gap (alpha / beta) comes out at 7.25 / 7.25 eV.

Structure (ORCA input):
```
! wB97M-V def2-TZVPD RIJCOSX def2/J DEFGRID3
* xyz 2 1
Ir 0.296 -0.069 -0.053
C -1.115 0.208 3.076
Se 0.515 -0.476 2.271
C 0.154 -2.397 2.430
C -0.892 -2.840 1.434
Se -0.274 -2.360 -0.366
C -2.002 -2.161 -1.224
H -1.137 -0.159 4.101
H -1.982 -0.104 2.504
H -1.028 1.290 3.064
H -0.152 -2.570 3.461
H 1.116 -2.888 2.275
H -1.852 -2.350 1.591
H -1.032 -3.921 1.444
H -2.577 -1.396 -0.711
H -2.480 -3.138 -1.165
H -1.830 -1.895 -2.264
C -2.391 3.087 -1.461
Si -2.010 2.613 0.286
C -3.550 2.258 1.261
C -0.913 3.842 1.149
O -1.094 1.174 0.235
H -2.971 4.015 -1.459
H -2.991 2.342 -1.985
H -1.494 3.279 -2.052
H -4.123 3.186 1.342
H -3.366 1.912 2.278
H -4.195 1.531 0.763
H -1.507 4.726 1.401
H -0.100 4.182 0.504
H -0.477 3.481 2.082
N 1.913 0.944 -1.434
N 2.208 -0.325 -0.815
H 2.095 0.945 -2.435
H 2.426 1.697 -0.987
H 3.052 -0.305 -0.243
H 2.339 -1.027 -1.542
*
```

Atomic partial charges in e from the Löwdin method, atoms 1 to 5:
1. Ir 0.88
2. C -0.30
3. Se 1.02
4. C -0.47
5. C -0.45

---

Entry from the OMol25 dataset: a molecular structure, CH3I2O2P (ωB97M-V/def2-TZVPD).

Its total energy is -1127.06377 hartree. Its HOMO energy is -8.4 eV. The value obtained for the max |F| is 5.85 eV/A. For the energy above the lowest of the compared OMol25 structures with the same formula, charge and spin, the calculation gives 81.3 kcal per mole. The HOMO-LUMO gap comes out at 6.79 eV.

Structure (ORCA input):
```
! wB97M-V def2-TZVPD RIJCOSX def2/J DEFGRID3
* xyz 0 1
C 1.322 0.216 0.394
O -0.715 -0.871 -1.576
O -1.244 -0.483 1.373
P -0.516 0.295 0.400
I -2.187 -1.949 -1.676
I -1.595 2.502 0.098
H 1.923 1.016 0.552
H 1.527 -0.512 1.074
H 1.485 -0.214 -0.638
*
```

Atomic partial charges in e from the Löwdin method, atoms 1 to 5:
1. C -0.17
2. O -1.19
3. O -0.42
4. P 0.36
5. I 0.83

---

Entry from the OMol25 dataset: 9 unconnected molecules or ions with the total composition C30H54O27 (ωB97M-V/def2-TZVPD).

Its total energy is -3206.96431 hartree. Its HOMO energy is -10.4 eV. The value obtained for the max |F| is 4.56 eV/A. For the energy above the lowest of the compared OMol25 structures with the same formula, charge and spin, the calculation gives 0.0 kcal per mole. The HOMO-LUMO gap comes out at 10.30 eV.

Structure (ORCA input):
```
! wB97M-V def2-TZVPD RIJCOSX def2/J DEFGRID3
* xyz 0 1
C -17.572 18.690 17.189
C -18.062 20.134 17.326
C -17.407 21.046 16.295
O -18.496 21.851 15.890
C -19.625 21.311 16.288
O -20.716 21.689 15.874
O -19.396 20.143 16.841
H -16.777 18.423 17.886
H -17.291 18.510 16.152
H -18.346 17.976 17.475
H -17.810 20.601 18.279
H -16.734 20.666 15.526
H -16.745 21.687 16.886
C -21.812 17.937 17.158
C -23.094 18.380 17.888
C -23.414 17.713 19.249
O -23.455 18.820 20.135
C -23.042 19.909 19.522
O -22.737 20.918 20.134
O -22.941 19.728 18.211
H -21.937 16.912 16.809
H -20.922 18.052 17.778
H -21.658 18.659 16.356
H -23.958 18.223 17.240
H -22.631 16.998 19.501
H -24.411 17.278 19.210
C -25.212 18.857 14.121
C -24.706 19.932 15.120
C -24.100 21.207 14.611
O -24.744 22.160 15.435
C -25.872 21.661 15.912
O -26.663 22.375 16.459
O -25.837 20.296 15.874
H -25.916 19.354 13.451
H -25.830 18.108 14.616
H -24.433 18.368 13.537
H -23.939 19.564 15.805
H -24.292 21.424 13.557
H -23.032 21.338 14.786
C -17.406 15.430 13.941
O -18.268 16.478 14.385
C -19.216 16.928 13.583
O -19.576 16.445 12.506
O -19.820 17.892 14.218
C -20.878 18.626 13.590
H -17.857 14.755 13.214
H -17.299 14.794 14.819
H -16.482 15.879 13.589
H -20.880 18.838 12.523
H -21.050 19.489 14.231
H -21.748 17.988 13.773
C -14.276 19.464 13.116
O -15.709 19.589 12.993
C -16.288 20.741 12.749
O -15.754 21.808 12.535
O -17.639 20.498 12.804
C -18.463 21.598 12.488
H -13.886 19.968 13.998
H -13.921 19.888 12.178
H -14.087 18.395 13.168
H -18.460 21.699 11.402
H -18.259 22.474 13.100
H -19.449 21.225 12.771
C -13.874 16.716 15.599
O -14.382 15.500 15.166
C -13.634 14.404 15.299
O -12.634 14.207 15.968
O -14.286 13.479 14.588
C -13.919 12.099 14.801
H -13.121 17.138 14.930
H -13.500 16.584 16.616
H -14.627 17.503 15.654
H -12.833 12.008 14.824
H -14.206 11.614 13.869
H -14.415 11.712 15.687
C -19.829 16.172 21.323
O -18.758 16.874 20.747
C -18.134 17.773 21.480
O -18.366 18.044 22.647
O -17.231 18.385 20.677
C -16.415 19.400 21.264
H -19.524 15.608 22.202
H -20.227 15.478 20.582
H -20.667 16.838 21.534
H -15.620 19.029 21.904
H -17.056 20.233 21.551
H -15.948 19.834 20.375
C -23.463 27.543 13.882
O -23.349 26.294 14.517
C -23.961 26.147 15.746
O -24.663 26.999 16.239
O -23.685 24.965 16.280
C -22.757 24.073 15.580
H -23.652 27.500 12.813
H -22.626 28.203 14.123
H -24.259 28.157 14.310
H -22.684 23.206 16.231
H -21.728 24.421 15.500
H -23.200 23.784 14.633
C -15.421 24.383 16.208
O -16.680 24.889 15.850
C -17.173 24.677 14.630
O -16.485 24.444 13.643
O -18.483 24.957 14.634
C -19.116 25.261 13.414
H -15.281 23.351 15.886
H -15.409 24.355 17.298
H -14.646 25.079 15.888
H -19.274 24.385 12.783
H -18.442 25.937 12.885
H -20.088 25.742 13.502
*
```

Atomic partial charges in e from the Löwdin method, atoms 1 to 5:
1. C 0.01
2. C -0.27
3. C -0.08
4. O 0.10
5. C -0.55

---

Entry from the OMol25 dataset: 2 unconnected molecules or ions with the total composition C2H4N2O2 (ωB97M-V/def2-TZVPD).

Its total energy is -338.61733 hartree. Its HOMO energy is -10.0 eV. The value obtained for the max |F| is 0.91 eV/A. For the energy above the lowest of the compared OMol25 structures with the same formula, charge and spin, the calculation gives 22.5 kcal per mole. The HOMO-LUMO gap comes out at 10.91 eV.

Structure (ORCA input):
```
! wB97M-V def2-TZVPD RIJCOSX def2/J DEFGRID3
* xyz 0 1
N 0.582 1.379 -0.727
C 0.110 1.910 0.285
O -0.310 2.484 1.203
O -0.626 -0.171 1.270
C -0.498 -1.234 0.683
N 0.055 -1.390 -0.536
H 0.412 -0.557 -1.000
H 0.987 2.051 -1.365
H -0.850 -2.172 1.145
H 0.137 -2.299 -0.958
*
```

Atomic partial charges in e from the Löwdin method, atoms 1 to 5:
1. N 0.12
2. C -0.38
3. O 0.18
4. O -0.01
5. C -0.38